Record 1
Molecular formula: C14H38BIInN2O6
Method: DFT, ωB97M-V/def2-TZVPD

Output
F_max = 0.57 eV/Å
LUMO level = 2.5 eV
Kohn-Sham gap = 0.2600 Ha
Charge = -1

```
63
Properties=species:S:1:pos:R:3:forces:R:3:lowdin_charge:R:1
H -2.65048 -1.18808 1.43608 0.00 0.03 0.04 0.1236
H 3.13361 5.51514 3.60275 -0.01 0.00 0.01 0.0846
H -2.66487 -3.68434 -6.86398 0.00 0.01 0.01 0.0655
H 0.92162 -2.52025 -0.37615 -0.05 0.03 -0.01 0.1152
C -0.66290 2.60077 1.40692 -0.15 0.02 -0.05 -0.1025
H -3.07070 -5.00399 -5.80098 -0.07 -0.05 0.00 0.0632
C 2.62432 -2.17499 0.85620 0.05 -0.08 -0.07 -0.2105
H 0.69542 -2.53414 2.52762 -0.05 0.08 -0.02 0.0604
H -1.38719 -2.96915 0.52407 0.01 0.03 -0.03 0.0918
H 2.00408 3.27474 1.22832 -0.04 -0.03 -0.03 0.0716
O -1.25405 -3.45581 -1.72321 0.12 0.03 0.05 -0.4581
H 0.13279 1.60773 -1.58956 -0.07 -0.01 0.02 0.0918
H 3.15931 -1.73620 0.00928 0.02 0.01 0.02 0.1184
C -0.20414 -0.16956 3.34151 -0.02 0.03 -0.01 -0.1271
H -5.75260 -4.28417 -3.68152 0.15 -0.23 -0.14 0.0831
H 4.13370 -3.01830 2.81533 0.01 0.01 0.01 0.0830
H -1.00306 3.56423 1.01232 -0.01 0.00 0.01 0.0898
N 2.26731 3.55629 0.29278 -0.05 0.01 0.14 -0.0506
C -4.42503 -3.26865 -5.62211 0.08 0.06 0.00 -0.2377
C 1.79835 4.90866 0.05247 -0.03 -0.05 -0.03 -0.2251
H -4.23931 -2.24040 -5.93944 -0.12 0.00 -0.08 0.0838
O -4.86817 -4.19246 -3.30126 -0.17 0.26 0.27 0.0521
O 1.45703 5.53393 2.37816 -0.04 -0.02 -0.01 -0.1925
H 0.43731 -0.94154 3.78365 -0.02 0.00 0.02 0.0720
H 1.93132 6.85941 0.90858 0.00 0.00 0.03 0.1183
C 2.17710 5.83120 1.18917 0.08 0.06 -0.01 -0.2219
H 2.24878 1.60047 -0.37641 0.01 0.01 -0.02 0.1170
H 3.86334 -1.60112 3.85213 -0.01 0.00 0.01 0.0829
I -2.78038 0.10232 -2.46346 0.01 0.09 0.07 0.0092
H 2.26769 5.28557 -0.86343 -0.03 -0.02 -0.02 0.1225
H -1.48571 2.12958 1.94565 0.00 0.00 0.01 0.0919
O -0.28919 1.72436 0.36840 0.15 -0.01 0.16 -0.2157
H -1.11217 -0.50201 0.95571 0.01 0.04 0.04 0.0901
C 3.40317 -2.25621 3.11230 0.03 -0.02 0.02 -0.1348
In -2.09270 -2.47996 -3.34270 -0.08 -0.48 -0.29 0.2359
H 3.25490 5.77432 1.37777 -0.01 -0.02 -0.02 0.1188
C 2.21693 4.94665 3.40913 0.02 0.01 0.03 -0.1220
H -4.04761 -4.71930 -7.23498 0.01 0.03 -0.03 0.0609
C -3.50676 -4.22161 -6.42861 0.04 0.00 -0.02 -0.1337
C -1.58346 -1.18517 1.66739 -0.18 0.03 -0.09 -0.2042
H 0.14718 2.78671 2.12209 0.02 0.02 -0.04 0.0717
H 0.31645 0.24745 2.47482 0.02 0.00 0.00 0.0726
H -5.48138 -3.49809 -5.82660 0.01 0.00 0.04 0.0828
H -0.26031 3.22833 -1.04327 0.04 0.03 0.05 0.1146
H 1.60040 4.95748 4.30662 0.00 -0.01 0.00 0.0867
H 0.71014 4.97742 -0.08798 0.02 0.02 0.00 0.1073
C 1.79008 2.55272 -0.65484 0.11 -0.04 -0.03 -0.1927
H -0.39431 -3.81011 -1.97019 -0.05 0.05 0.02 -0.0616
C 0.29055 2.31775 -0.77470 -0.04 -0.06 -0.17 -0.2300
C -1.07234 -2.60473 1.50665 0.02 -0.12 0.02 -0.1885
H 2.55325 -2.76786 3.57961 0.00 -0.01 -0.03 0.0770
H 2.92856 -3.22367 0.94978 -0.03 0.00 -0.01 0.1174
H 2.49790 3.90994 3.19221 0.01 0.01 -0.02 0.0792
C 1.14025 -2.08080 0.60075 -0.05 -0.01 0.02 -0.2081
H 2.17307 2.81102 -1.64885 -0.01 0.02 0.01 0.1173
O 3.02384 -1.45380 2.02316 -0.03 0.03 0.00 -0.1959
H 0.87552 -1.01544 0.53339 0.03 -0.01 -0.02 0.1060
H -1.55340 -3.23143 2.26412 0.04 -0.01 -0.01 0.1165
H -0.85121 -2.28505 -4.58645 0.09 0.08 0.09 -0.1031
B -4.03810 -3.44276 -4.09515 0.02 0.14 0.03 -0.5928
H -0.33984 0.61805 4.08694 0.01 0.00 -0.01 0.0847
N 0.37651 -2.80483 1.60679 0.08 0.03 0.07 -0.0393
O -1.48039 -0.65623 2.99520 0.07 -0.04 0.00 -0.1830
```
Forces are in eV/Å.

Record 2
Molecular formula: C14H38MgO6
Method: DFT, ωB97M-V/def2-TZVPD

Output
F_max = 3.17 eV/Å
LUMO level = -4.4 eV
Kohn-Sham gap = 0.0821 Ha
Relative energy (zero: lowest compared OMol25 entry of this formula, charge and spin) = 327.8 kcal per mole
Charge = 0

```
59
Properties=species:S:1:pos:R:3:forces:R:3:nbo_charge:R:1
H -4.41977 2.57710 3.88162 0.14 0.11 0.14 0.1732
C 3.27280 4.85674 5.09034 1.05 0.38 -2.89 -0.0645
C -3.33487 3.72707 2.31895 -1.06 -1.10 1.27 -0.6267
C -3.55655 2.45957 3.22654 -0.47 2.69 -0.63 -0.0668
C 0.62498 -2.22553 -0.87998 0.94 0.46 -0.11 -0.6284
O -2.37718 2.46617 4.00496 -0.09 -1.54 -0.06 -0.6990
H 4.14073 6.25118 3.66109 0.33 0.18 -0.01 0.2051
H -0.17374 -2.33996 -1.61282 0.02 0.05 0.01 0.2045
H -3.79513 1.62526 2.56691 0.66 -0.60 0.25 0.1571
H 2.32256 4.94307 4.56337 -0.52 -0.47 0.61 0.1675
C -5.87004 -2.36554 -5.99461 -0.67 1.33 1.89 -0.0635
H 2.64419 0.61004 -9.56533 0.50 0.26 0.21 0.1417
H 0.93851 -0.58215 -10.14745 -0.45 -0.14 -0.50 0.4654
H 0.09186 -5.53168 8.14630 0.16 -0.31 -0.19 0.2030
Mg 3.73625 -0.08743 4.40032 -0.31 -0.22 -0.04 0.5240
H 2.17031 -5.13416 4.99956 0.37 0.09 0.29 0.2192
H 0.30060 -2.58527 0.09648 -0.09 0.43 0.00 0.2231
H 2.53953 0.47979 -2.05908 -0.25 -0.01 -0.23 0.2253
C 4.27487 5.19104 3.87607 -0.89 0.69 1.73 -0.6307
C 1.40430 -4.30786 6.88877 -0.03 0.91 0.78 0.0619
C 0.94171 -4.86148 8.27553 -0.10 0.02 0.40 -0.6081
H -2.40473 3.51339 1.79236 -0.35 0.29 -0.73 0.1895
H 2.38037 2.76980 -8.42567 0.06 -0.29 -0.01 0.2135
H 4.00837 4.68944 2.94576 -0.05 -0.44 0.34 0.2114
H 0.62971 -5.69941 5.48517 -0.15 -0.21 0.15 0.2041
H -4.24747 3.89756 1.74781 0.46 0.19 -0.64 0.2060
C 1.51388 2.36371 -8.94756 -0.28 -0.93 -0.69 -0.6318
H 1.46641 -2.84979 -1.18065 -0.05 -0.33 -0.08 0.2017
H -4.29003 -1.04798 -5.11119 -0.40 -0.05 0.18 0.2068
H 0.45224 -3.89835 6.55115 -0.72 0.96 -0.18 0.1898
H -5.50268 -3.26116 -5.49361 0.56 -0.11 -0.50 0.1664
H 3.90462 3.66453 6.41652 0.03 -0.42 0.05 0.4724
H 0.62341 2.64531 -8.38553 -0.06 -0.24 -0.01 0.2080
H -6.33996 -2.61729 -6.94534 0.46 0.12 -0.09 0.1861
O 3.55604 3.54914 5.52951 -0.30 -0.35 0.58 -0.7331
O 2.29730 -3.29072 7.01958 -0.18 -0.92 -0.45 -0.5263
C -4.87495 -1.18541 -6.02063 0.33 -0.79 -1.32 -0.6415
H 1.74986 -5.36512 8.80594 0.12 -0.19 -0.24 0.2059
H -4.14348 -1.33750 -6.81430 0.28 -0.26 -0.06 0.2067
H 2.70637 -1.27074 -2.34637 0.43 -0.01 0.38 0.2042
O -6.99602 -1.93957 -5.18482 -0.63 -0.09 -0.45 -0.7443
O 1.72093 -0.31886 0.32802 0.26 -0.76 -0.95 -0.5389
H 3.25745 5.55172 5.92990 0.37 0.22 -0.25 0.1686
H -1.73415 2.35358 3.30110 0.83 -0.05 0.46 0.4551
H 1.45408 0.23404 -8.33667 0.27 0.31 0.66 0.1433
O 0.78069 0.36442 -10.17375 -1.85 -0.54 -1.86 -0.7068
C 1.60579 -5.42521 5.88540 0.16 -0.38 -0.27 -0.6378
H 5.30201 4.98061 4.17404 -0.01 0.06 -0.19 0.2044
H 0.33041 -0.12025 -0.83927 -0.99 0.55 -0.54 0.2151
H 2.01249 -6.31177 6.37192 0.34 -0.07 -0.23 0.2054
H 0.57242 -4.10452 8.96744 0.19 0.42 -0.33 0.2161
C 1.21004 -0.76237 -0.88417 -0.11 -0.32 2.05 0.0674
C 2.00217 -0.46526 -2.13803 0.10 -0.65 -0.10 -0.6408
H -5.35690 -0.26055 -6.33758 -0.32 -0.06 0.44 0.2205
C 1.63088 0.83207 -9.23064 1.77 1.42 2.22 -0.0465
H 1.44986 2.84755 -9.92219 0.04 0.17 -0.01 0.2131
H -6.79870 -1.90779 -4.24585 0.40 -0.10 -0.10 0.4629
H -3.14821 4.57626 2.97633 -0.10 0.01 -0.06 0.2116
H 1.34372 -0.55924 -3.00157 -0.15 0.65 -0.10 0.2084
```
Forces are in eV/Å.

Record 3
Molecular formula: C14H38NO10P2S
Method: DFT, ωB97M-V/def2-TZVPD

Output
F_max = 6.32 eV/Å
LUMO level = -4.0 eV
Kohn-Sham gap = 0.2769 Ha
Charge = +1

```
66
Properties=species:S:1:pos:R:3:forces:R:3:nbo_charge:R:1
O -5.51831 4.38841 -1.61270 0.18 0.71 -0.10 -0.2890
H -6.66863 7.06218 -1.72708 -0.01 -0.01 -0.02 0.2495
O -4.94612 3.12938 -1.97328 -0.24 -0.73 0.25 -0.4201
C 0.32880 -1.70022 -4.33818 -0.03 0.20 0.08 -0.6379
H 7.97542 -0.50123 4.68028 0.00 0.13 -0.08 0.2214
C 6.48817 0.15742 3.29672 0.47 0.58 0.48 -0.0391
N -7.71582 5.22750 -1.70606 1.25 0.31 0.25 -0.4799
C 2.71731 -2.74641 4.82396 0.12 -0.12 0.12 -0.6327
C -4.87440 -1.06729 -0.76014 0.01 -0.15 0.10 -0.6319
H 7.96200 -1.41440 3.15973 0.06 0.07 0.00 0.2118
H 7.78223 -2.05128 0.74374 0.04 -0.07 -0.01 0.2135
H -8.66527 4.99770 -1.41009 -0.05 -0.15 -0.21 0.4558
H 0.36593 -0.61110 -4.41358 0.02 -0.02 -0.04 0.2054
O -0.54014 0.27126 -2.01874 -0.48 1.23 -2.22 -0.8313
H 6.73127 -1.70596 4.37817 -0.06 0.02 -0.01 0.2334
O 5.69242 -0.23702 2.16199 -1.33 0.22 -2.19 -0.8276
O -2.58767 -0.31209 -1.02398 0.33 0.21 -0.11 -0.8440
H 3.04533 -0.66546 5.23027 0.16 0.03 -0.03 0.1760
O 3.26385 -1.88980 1.73194 0.22 2.07 -2.54 -1.0280
C 0.14271 -1.39011 -0.27934 -0.32 -0.33 -0.18 -0.6465
C 5.95750 -3.20420 0.84010 0.12 -0.12 -0.23 -0.0692
P -1.96050 -0.24551 -2.53379 -1.64 -3.98 4.37 2.5257
C -3.91666 0.10821 -0.74509 -0.29 -0.26 0.11 -0.0503
H -6.74899 6.34913 -0.13084 -0.28 -0.24 0.14 0.2450
H 6.42429 -4.16930 1.03127 -0.06 0.01 0.15 0.1910
H -4.22941 0.88419 -1.43839 0.02 -0.10 -0.14 0.1773
C -6.84134 4.08698 -1.30065 0.00 -1.62 -0.46 0.0632
C -1.08705 -2.18674 -4.08958 0.15 -0.13 -0.27 -0.0693
H -5.91057 -0.72406 -0.72864 0.00 -0.01 0.02 0.1993
H 2.93724 -3.47859 4.04777 -0.10 0.11 -0.14 0.2232
S -7.72487 5.39478 -3.48794 -0.93 0.21 -0.66 0.2454
H 6.45882 -1.35723 -0.17853 0.02 -0.02 -0.04 0.2060
C -7.31687 6.53019 -1.03926 0.31 0.29 -0.16 -0.4284
H 0.65586 -1.44504 0.68167 0.15 0.14 -0.07 0.2429
H 0.71770 -1.95385 -1.01295 0.11 0.04 0.05 0.2140
H -3.90921 0.55786 0.25134 0.18 -0.03 0.01 0.1714
H 5.85586 0.63335 4.04342 -0.20 -0.19 -0.05 0.1927
O -1.58197 -1.79804 -2.79898 0.12 0.68 -0.28 -0.8079
H 7.29667 -2.78327 -0.79754 -0.02 -0.04 0.02 0.2198
H 0.98679 -1.98918 -3.51930 0.01 -0.08 -0.02 0.2166
H -7.12353 3.22692 -1.91231 -0.21 0.06 0.03 0.2330
O 4.34230 -1.27140 3.78804 0.18 0.35 -0.24 -0.8499
C 7.33514 -0.93270 3.90956 -0.15 -0.40 -0.07 -0.6421
H 5.06450 -3.38166 0.23436 -0.02 -0.01 0.06 0.1835
H -0.81871 -1.88661 -0.16576 -0.06 0.06 -0.04 0.2253
H 1.66507 -2.83081 5.09927 0.00 0.01 0.01 0.2102
C 3.04081 -1.33734 4.36960 -0.19 -0.25 0.14 -0.0522
C -0.00640 0.05246 -0.69259 0.56 0.19 0.78 -0.0390
H 2.28841 -0.96030 3.67882 0.06 -0.09 -0.14 0.1846
H -0.58704 0.61489 0.03603 -0.25 -0.05 -0.15 0.1879
H 0.98259 0.51160 -0.71112 -0.05 0.06 -0.31 0.1940
H -1.11213 -3.27480 -4.11202 -0.09 0.00 0.14 0.1939
H 0.71692 -2.11611 -5.26799 -0.04 -0.03 0.00 0.2226
H -4.73607 -1.68565 -1.64605 -0.01 0.16 -0.13 0.2274
H -6.99863 3.78744 -0.26127 0.00 0.67 0.20 0.2157
P 4.58349 -1.39244 2.17820 1.07 -2.99 5.46 2.5225
O -3.18391 0.01820 -3.32735 1.75 2.20 -1.66 -1.0409
C 6.93224 -2.29870 0.10859 -0.11 0.17 0.03 -0.6371
H -6.52650 4.86741 -3.79136 0.09 -0.05 0.61 0.1660
O 5.57520 -2.68063 2.11831 -0.16 0.59 -0.48 -0.8085
H 7.14865 0.93710 2.91494 -0.13 -0.05 -0.27 0.1897
H -4.69933 -1.70813 0.10480 -0.02 0.01 0.02 0.2128
H -8.20675 7.12424 -0.86088 -0.05 -0.05 0.06 0.2436
H -1.76425 -1.82329 -4.86704 -0.05 0.00 0.06 0.1840
H -4.27651 3.30113 -2.65479 -0.05 0.56 0.02 0.4980
H 3.32205 -3.01200 5.69231 -0.02 0.01 0.02 0.2078
```
Forces are in eV/Å.